# 1
{
  "formula": "C2H4NP",
  "method": "ωB97M-V/def2-TZVPD",
  "elements": ["C", "C", "N", "P", "H", "H", "H", "H"],
  "positions_angstrom": [[0.506303, -0.283469, 0.084949], [1.075086, 0.837570, -0.435377], [-2.416567, -0.378810, 0.038064], [-2.288786, -1.482438, 0.984926], [-0.040089, -0.115536, 0.953077], [0.666429, -1.197114, -0.353061], [0.871610, 1.675467, 0.077295], [1.626015, 0.944329, -1.349872]],
  "forces_ev_per_angstrom": [[2.3434, 3.8621, -1.5034], [-0.7395, -3.9999, -0.4058], [-0.4206, 0.7083, -0.6525], [-0.2570, -0.9179, 0.6778], [-0.6777, -0.2581, 1.3045], [0.0024, -2.2165, -0.7593], [-0.4802, 3.2110, 1.5741], [0.2292, -0.3890, -0.2353]],
  "lowdin_charge": [-0.1282, -0.0305, -0.5010, 0.6510, -0.0436, 0.0104, -0.0036, 0.0454],
  "mol_weight_g_mol": 73.0,
  "multiplicity": 1,
  "max_force_ev_per_a": 4.76,
  "e_above_lowest_kcal_mol": 36.56,
  "smiles": "C=C.N#P",
  "charge": 0
}


# 2
{
  "formula": "C2H4NP",
  "method": "ωB97M-V/def2-TZVPD",
  "elements": ["C", "C", "N", "P", "H", "H", "H", "H"],
  "positions_angstrom": [[0.809337, -0.574887, -1.002572], [-0.264517, 1.106756, -1.134411], [0.878983, 0.455141, -1.696171], [-0.075056, -1.343048, 0.372236], [-1.276498, 1.077364, -1.690475], [-0.114302, 1.950826, -0.367577], [0.462849, -0.481345, 1.580446], [0.969778, -2.233202, 0.584790]],
  "forces_ev_per_angstrom": [[2.4913, -1.5509, -1.0150], [-2.4961, 4.0368, -0.2670], [-1.8810, -0.9894, 2.0709], [0.7409, 1.3551, 1.5582], [1.9466, -0.0064, 0.8495], [-0.1140, -1.3211, -1.4349], [-0.8680, -0.9019, -1.8967], [0.1803, -0.6222, 0.1350]],
  "lowdin_charge": [-0.4918, -0.1820, -0.0342, 0.7387, 0.0783, 0.0732, -0.0358, -0.1464],
  "mol_weight_g_mol": 73.0,
  "multiplicity": 3,
  "max_force_ev_per_a": 4.75,
  "e_above_lowest_kcal_mol": 70.23,
  "charge": 0
}


# 3
{
  "formula": "C2H4NP",
  "method": "ωB97M-V/def2-TZVPD",
  "elements": ["C", "C", "N", "P", "H", "H", "H", "H"],
  "positions_angstrom": [[0.653953, 0.555872, 0.091674], [-0.532135, -0.410502, -0.095059], [1.836757, 0.076909, -0.040945], [-2.106519, 0.282216, 0.081556], [0.267907, 1.666856, 0.130015], [-0.441710, -1.450106, -0.396045], [2.494990, 0.848868, -0.127747], [-3.063231, -0.897984, -0.012115]],
  "forces_ev_per_angstrom": [[-3.7753, -1.4289, -1.0900], [4.3117, 0.4811, 0.3918], [0.1022, 0.7586, -0.0515], [-4.3958, 0.7661, 0.0904], [1.2268, -1.8549, 0.1693], [0.7553, 0.2462, 0.0117], [0.2872, -0.0120, 0.2372], [1.4881, 1.0438, 0.2411]],
  "lowdin_charge": [-0.3450, -0.4813, 0.0621, 0.6941, 0.1058, 0.0460, 0.0404, -0.1221],
  "mol_weight_g_mol": 73.0,
  "multiplicity": 3,
  "max_force_ev_per_a": 4.46,
  "e_above_lowest_kcal_mol": 41.22,
  "charge": 0
}


# 4
{
  "formula": "C2H4NS3",
  "method": "ωB97M-V/def2-TZVPD",
  "elements": ["C", "C", "N", "S", "S", "S", "H", "H", "H", "H"],
  "positions_angstrom": [[-0.804001, 0.070032, -1.401292], [1.471317, 0.891845, 1.614409], [-0.402630, -0.798853, -0.313926], [2.284420, -0.325168, 1.015949], [-1.797293, 1.296062, -1.009961], [0.424563, 1.844470, 2.289605], [-0.192194, -0.109009, -2.391239], [-0.210331, -1.774111, -0.501278], [-1.221521, -0.704162, 0.421939], [0.447671, -0.391105, 0.275795]],
  "forces_ev_per_angstrom": [[0.5432, 1.6868, -1.5645], [-1.3593, 0.0188, 0.9545], [-1.5760, 0.8166, 3.4739], [0.4865, 0.9467, 0.3375], [0.9634, -1.3595, -0.9810], [1.4523, -0.6554, -0.8505], [-1.5119, 0.3571, 1.9462], [0.0628, -0.3910, -0.3704], [1.7471, -0.5663, -1.5948], [-0.8082, -0.8538, -1.3509]],
  "lowdin_charge": [-0.6294, -1.2775, 0.0153, 0.7984, 0.8231, 0.8182, 0.1357, 0.1503, 0.1828, -0.0171],
  "mol_weight_g_mol": 138.3,
  "multiplicity": 1,
  "max_force_ev_per_a": 3.90,
  "e_above_lowest_kcal_mol": 1.17,
  "charge": 1
}


# 5
{
  "formula": "C2H4Na2O",
  "method": "ωB97M-V/def2-TZVPD",
  "elements": ["O", "Na", "C", "C", "H", "H", "H", "Na", "H"],
  "positions_angstrom": [[0.158537, -0.292168, 0.623291], [-0.471225, 1.222688, -1.148398], [0.443790, -1.545171, 0.634699], [1.278732, -2.023609, -0.480607], [0.303518, -2.045793, 1.594333], [1.878256, -1.222178, -0.906713], [1.273778, -2.764545, -1.273848], [-1.158844, 1.646719, 1.393746], [0.819667, -2.856219, 0.231333]],
  "forces_ev_per_angstrom": [[0.4171, -1.2208, 0.8395], [0.1945, -0.2273, -0.6352], [-1.6528, 5.1383, -1.7697], [-1.9762, -1.8600, 1.0225], [-0.5391, -0.4743, -0.1590], [0.7558, -0.2709, 1.1247], [-1.3594, -0.2032, -0.4708], [-0.0813, -0.0901, 0.7409], [4.2412, -0.7917, -0.6930]],
  "lowdin_charge": [-0.2408, 0.4968, -0.2933, -0.0052, 0.1393, 0.1182, 0.1050, 0.5141, 0.1658],
  "mol_weight_g_mol": 90.0,
  "multiplicity": 2,
  "max_force_ev_per_a": 5.68,
  "e_above_lowest_kcal_mol": 55.03,
  "charge": 1
}


# 6
{
  "formula": "C2H4O2",
  "method": "ωB97M-V/def2-TZVPD",
  "elements": ["O", "C", "O", "C", "H", "H", "H", "H"],
  "positions_angstrom": [[1.207676, -0.347111, -1.019447], [0.296034, 0.449269, -0.505684], [-0.277327, 1.359105, -1.032847], [-0.252945, -0.126620, 0.795205], [0.335658, -0.357621, -1.604514], [-1.288747, -0.361721, 0.532871], [-0.157726, 0.474260, 1.714310], [0.137379, -1.089561, 1.120108]],
  "forces_ev_per_angstrom": [[-1.3312, -0.4121, -3.0442], [-1.7321, 1.5092, 5.7696], [0.3960, 0.6275, -0.8760], [-0.2685, -0.3665, 1.0383], [2.9389, -2.2018, -2.0560], [-0.1577, 0.4986, 0.4944], [-0.4291, 0.3754, -0.7690], [0.5836, -0.0303, -0.5572]],
  "lowdin_charge": [0.1149, -0.6663, 0.1158, 0.0038, 0.1774, 0.0898, 0.0913, 0.0735],
  "mol_weight_g_mol": 60.1,
  "multiplicity": 1,
  "max_force_ev_per_a": 6.21,
  "e_above_lowest_kcal_mol": 52.65,
  "charge": 0
}


# 7
{
  "formula": "C2H4O2P",
  "method": "ωB97M-V/def2-TZVPD",
  "elements": ["C", "C", "O", "O", "P", "H", "H", "H", "H"],
  "positions_angstrom": [[-1.471773, 0.157523, 0.093809], [-0.311253, -0.262220, 0.600387], [1.832262, 1.453187, 0.231233], [1.988641, -1.143105, -0.026593], [1.210917, 0.109957, -0.158008], [-2.441981, -0.281511, 0.400989], [-1.394105, 0.754389, -0.908613], [-0.210186, -0.877453, 1.391585], [0.797481, 0.089234, -1.624792]],
  "forces_ev_per_angstrom": [[0.1437, -0.2088, -1.7879], [-2.0831, 2.4301, -1.9342], [-1.2497, -1.4513, -0.4605], [0.7031, -1.0710, 0.3260], [2.4150, 2.0307, -2.0533], [0.5156, 0.7094, -0.1150], [-0.5445, -0.9648, 2.0105], [-0.0493, -2.0415, 2.7465], [0.1493, 0.5672, 1.2678]],
  "lowdin_charge": [-0.1022, -0.3146, -0.4810, -0.4645, 0.2279, 0.0343, 0.0645, 0.0206, 0.0150],
  "mol_weight_g_mol": 91.0,
  "multiplicity": 1,
  "max_force_ev_per_a": 3.76,
  "e_above_lowest_kcal_mol": 2.75,
  "smiles": "C=C[P@@H](=O)[O-]",
  "charge": -1
}


# 8
{
  "formula": "C2H4O2P",
  "method": "ωB97M-V/def2-TZVPD",
  "elements": ["C", "C", "O", "O", "P", "H", "H", "H", "H"],
  "positions_angstrom": [[-0.529558, -0.741074, -0.077982], [-0.351161, 0.728533, 0.072644], [1.241800, -1.186157, 0.084736], [0.977089, 1.107689, -0.109804], [2.096824, 0.046868, -0.024192], [-1.080887, -1.218692, 0.608718], [-0.609307, -1.108851, -1.022869], [-1.122217, 1.330993, -0.558947], [-0.622585, 1.040689, 1.027698]],
  "forces_ev_per_angstrom": [[4.5366, 2.0463, -0.7798], [-2.7513, 0.8290, -1.0494], [-2.7023, -1.1270, 0.3145], [0.6236, 1.9125, -0.8789], [0.6881, 0.0083, -0.0359], [-1.5328, -1.9156, 2.7807], [-0.3212, -1.0002, -2.6153], [1.7458, -1.1013, 0.3181], [-0.2864, 0.3480, 1.9460]],
  "lowdin_charge": [0.1734, -0.2100, -0.3028, -0.2803, 1.1124, 0.0944, 0.0958, 0.2001, 0.1169],
  "mol_weight_g_mol": 91.0,
  "multiplicity": 1,
  "max_force_ev_per_a": 5.04,
  "e_above_lowest_kcal_mol": 28.04,
  "charge": 1
}